(1)
# C22H54ClN4O10P

A 4-piece molecular cluster, C22H54ClN4O10P overall (the ωB97M-V functional and the def2-TZVPD basis, the Open Molecules 2025 dataset).

Calculated values
DFT total energy: -71937.1371 eV
Highest occupied orbital energy: -9.0 eV
Total charge: 0

CARTESIAN COORDINATES (ANGSTROEM)
C  4.519  -0.288  2.380
C  4.809  1.157  2.640
O  4.541  1.716  3.685
O  5.448  1.778  1.597
C  4.915  3.040  1.234
C  4.079  2.898  -0.030
O  3.205  1.767  -0.011
P  1.782  2.000  0.656
O  1.905  2.276  2.092
O  1.120  0.616  0.315
C  -0.314  0.524  0.294
C  -0.854  -0.376  1.418
C  0.219  -0.783  2.405
Cl  -2.231  0.386  2.263
O  1.016  3.154  -0.120
C  0.968  4.412  0.567
C  -0.271  4.570  1.455
O  -0.847  3.329  1.778
C  0.106  5.354  2.761
N  -0.502  4.731  3.935
H  4.013  -0.402  1.428
H  5.451  -0.847  2.321
H  3.940  -0.695  3.194
H  4.395  3.528  2.051
H  5.759  3.661  0.944
H  3.583  3.832  -0.279
H  4.778  2.705  -0.837
H  -0.815  1.481  0.284
H  -0.563  0.035  -0.642
H  -1.219  -1.288  0.963
H  0.713  0.077  2.844
H  0.945  -1.416  1.905
H  -0.217  -1.375  3.204
H  0.930  5.174  -0.207
H  1.873  4.607  1.126
H  -1.020  5.163  0.933
H  -1.723  3.279  1.398
H  1.188  5.343  2.887
H  -0.291  6.362  2.724
H  -0.672  5.409  4.658
H  0.036  3.950  4.269
C  2.634  -6.148  -0.922
C  2.696  -4.635  -1.106
C  2.671  -3.847  0.210
O  1.401  -3.764  0.826
C  1.026  -4.893  1.596
N  1.618  -4.224  -2.012
H  1.627  -6.492  -0.687
H  2.936  -6.650  -1.841
H  3.305  -6.477  -0.126
H  3.648  -4.406  -1.594
H  2.949  -2.813  -0.014
H  3.416  -4.231  0.918
H  1.889  -5.350  2.089
H  0.513  -5.638  0.983
H  0.326  -4.553  2.358
H  1.724  -3.235  -2.224
H  0.748  -4.270  -1.488
C  -0.558  -4.749  -7.179
C  0.039  -4.740  -5.774
C  0.207  -6.136  -5.159
O  -0.995  -6.723  -4.694
C  -1.788  -7.345  -5.685
N  -0.769  -3.865  -4.921
H  -1.634  -4.920  -7.165
H  -0.394  -3.786  -7.662
H  -0.095  -5.519  -7.800
H  1.040  -4.305  -5.850
H  0.843  -6.034  -4.277
H  0.723  -6.819  -5.848
H  -1.173  -7.811  -6.461
H  -2.483  -6.637  -6.143
H  -2.379  -8.120  -5.196
H  -0.308  -3.777  -4.020
H  -1.629  -4.364  -4.710
C  -6.142  5.620  3.308
C  -4.695  5.740  2.838
C  -4.532  5.719  1.310
O  -4.652  4.442  0.714
C  -5.977  3.999  0.489
N  -3.897  4.698  3.484
H  -6.509  4.597  3.241
H  -6.221  5.921  4.352
H  -6.805  6.262  2.723
H  -4.322  6.711  3.179
H  -3.513  6.046  1.080
H  -5.212  6.433  0.826
H  -6.640  4.829  0.230
H  -6.371  3.470  1.359
H  -5.952  3.297  -0.344
H  -2.910  4.837  3.271
H  -4.124  3.813  3.037

Löwdin atomic charge list, values in e, 8 entries: C 0.025; C -0.508; O 0.109; O -0.007; C -0.157; C -0.170; O -0.145; P 0.402

=====

(2)
# C22H54N6O8Si2

C22H54N6O8Si2 as an isolated structure (the ωB97M-V functional and the def2-TZVPD basis, the Open Molecules 2025 dataset).

Calculated values
DFT total energy: -64767.4082 eV
Highest occupied orbital energy: -9.0 eV
Energy above the lowest of the compared OMol25 structures with the same formula, charge and spin: 0.0000 eV
Total charge: 0

CARTESIAN COORDINATES (ANGSTROEM)
C  0.290  -0.373  1.619
C  -0.786  0.405  0.896
C  -0.420  1.860  0.602
O  0.352  2.493  1.584
C  -0.343  2.689  2.800
Si  -1.546  4.153  2.834
O  -3.052  3.581  2.379
Si  -4.021  3.029  3.628
N  -1.120  5.522  1.821
C  -1.701  5.471  0.467
C  0.256  5.826  1.795
C  0.793  6.714  2.899
O  0.976  5.473  0.957
H  1.232  -0.432  1.084
H  0.472  0.114  2.566
H  -0.039  -1.384  1.814
H  -1.654  0.416  1.549
H  -1.126  -0.083  -0.006
H  -1.340  2.401  0.356
H  0.184  1.869  -0.298
H  -0.887  1.808  3.148
H  0.413  2.885  3.555
H  -1.640  4.595  4.244
H  -5.357  2.644  3.133
H  -3.467  1.812  4.261
H  -4.159  4.111  4.621
H  -1.112  4.890  -0.228
H  -2.715  5.108  0.474
H  -1.741  6.485  0.090
H  1.511  7.359  2.421
H  -0.010  7.289  3.332
H  1.302  6.122  3.648
C  -1.118  -4.166  1.983
O  -1.578  -3.146  1.502
N  -0.305  -5.019  1.340
C  0.204  -6.222  1.967
C  0.079  -4.722  -0.033
H  -1.342  -4.478  3.019
H  1.296  -6.195  1.992
H  -0.117  -7.099  1.402
H  -0.169  -6.303  2.986
H  0.595  -3.761  -0.068
H  -0.811  -4.657  -0.658
H  0.733  -5.499  -0.418
C  -8.426  5.172  5.113
O  -7.681  4.475  5.773
N  -8.023  6.141  4.267
C  -8.959  6.940  3.503
C  -6.598  6.383  4.123
H  -9.525  5.064  5.154
H  -8.774  6.810  2.434
H  -8.842  7.996  3.758
H  -9.981  6.636  3.722
H  -6.108  5.473  3.778
H  -6.176  6.653  5.092
H  -6.425  7.187  3.412
C  2.347  -5.946  -3.499
O  1.259  -5.752  -2.982
N  3.238  -6.870  -3.105
C  4.518  -7.039  -3.774
C  2.909  -7.724  -1.978
H  2.694  -5.358  -4.367
H  4.589  -8.050  -4.181
H  5.329  -6.874  -3.065
H  4.610  -6.326  -4.589
H  2.000  -8.288  -2.194
H  2.732  -7.115  -1.090
H  3.728  -8.413  -1.788
C  6.176  -4.303  -3.670
O  7.000  -5.027  -3.138
N  6.455  -3.303  -4.518
C  5.406  -2.483  -5.101
C  7.843  -3.035  -4.854
H  5.094  -4.412  -3.484
H  5.435  -2.566  -6.190
H  5.553  -1.442  -4.817
H  4.430  -2.806  -4.746
H  8.290  -3.918  -5.312
H  8.404  -2.798  -3.950
H  7.897  -2.199  -5.546
C  1.803  -0.579  -3.895
O  2.920  -0.248  -4.255
N  0.964  0.194  -3.186
C  -0.354  -0.262  -2.787
C  1.397  1.530  -2.808
H  1.380  -1.572  -4.128
H  -1.117  0.395  -3.207
H  -0.435  -0.252  -1.698
H  -0.526  -1.276  -3.142
H  1.624  2.111  -3.701
H  2.300  1.468  -2.200
H  0.612  2.024  -2.242

Löwdin atomic charge list, values in e, 8 entries: C -0.079; C -0.222; C -0.240; O -0.176; C -0.256; Si 0.486; O -0.435; Si 0.520

=====

(3)
# C22H54O19S5

A 7-piece molecular cluster, C22H54O19S5 overall (the ωB97M-V functional and the def2-TZVPD basis, the Open Molecules 2025 dataset).

Calculated values
DFT total energy: -116764.2108 eV
Highest occupied orbital energy: -9.2 eV
Total charge: 0

CARTESIAN COORDINATES (ANGSTROEM)
C  -2.818  -2.238  -5.252
C  -2.648  -0.846  -5.811
C  -2.094  -0.069  -4.667
O  -1.148  -0.989  -4.059
C  -1.567  -2.326  -4.347
H  -2.828  -3.000  -6.030
H  -3.729  -2.363  -4.668
H  -3.545  -0.265  -6.082
H  -2.021  -0.745  -6.697
H  -2.755  0.203  -3.833
H  -1.558  0.853  -4.903
H  -1.865  -2.811  -3.414
H  -0.734  -2.865  -4.799
O  -5.033  0.725  3.464
S  -3.952  0.789  2.530
O  -4.225  0.487  1.140
O  -3.313  2.310  2.627
C  -2.342  2.671  1.630
C  -3.026  3.228  0.394
C  -2.513  -0.181  3.144
H  -1.723  1.800  1.411
H  -1.653  3.412  2.037
H  -2.254  3.481  -0.341
H  -3.756  4.002  0.610
H  -3.550  2.443  -0.157
H  -2.847  -1.209  3.012
H  -2.365  0.116  4.178
H  -1.624  0.015  2.551
O  0.946  2.144  3.278
S  1.288  1.297  4.387
O  0.293  1.136  5.427
O  1.914  -0.125  3.905
C  2.022  -1.142  4.914
C  0.882  -2.133  4.816
C  2.745  2.011  5.211
H  2.024  -0.658  5.896
H  2.988  -1.647  4.879
H  0.651  -2.548  5.799
H  1.136  -2.942  4.132
H  -0.042  -1.665  4.482
H  3.032  1.319  5.992
H  2.429  3.000  5.535
H  3.475  2.187  4.422
O  3.715  3.306  2.077
S  3.547  4.737  1.961
O  4.648  5.636  2.158
O  3.140  5.033  0.420
C  3.905  4.379  -0.616
C  5.323  5.011  -0.738
C  1.989  5.348  2.652
H  3.400  4.494  -1.573
H  3.967  3.314  -0.391
H  5.874  4.471  0.037
H  5.308  6.027  -0.352
H  5.714  4.896  -1.741
H  2.202  5.624  3.690
H  1.178  4.627  2.629
H  1.661  6.311  2.262
O  2.635  2.153  -4.498
S  4.046  2.008  -4.202
O  4.830  3.097  -3.730
O  4.232  0.865  -3.057
C  3.077  0.068  -2.676
C  3.702  -1.131  -2.009
C  4.982  1.197  -5.550
H  2.473  -0.160  -3.557
H  2.421  0.680  -2.063
H  4.383  -0.833  -1.210
H  4.262  -1.791  -2.672
H  2.974  -1.782  -1.519
H  5.975  1.094  -5.133
H  4.916  1.967  -6.319
H  4.431  0.318  -5.864
O  -3.105  -4.993  -1.108
S  -3.142  -5.391  0.289
O  -2.735  -4.442  1.303
O  -4.691  -5.805  0.523
C  -5.651  -4.728  0.322
C  -6.818  -5.340  -0.416
C  -2.368  -6.998  0.493
H  -5.238  -3.938  -0.309
H  -5.833  -4.273  1.292
H  -6.488  -5.800  -1.343
H  -7.532  -4.557  -0.689
H  -7.408  -6.001  0.219
H  -2.664  -7.400  1.460
H  -1.313  -6.727  0.488
H  -2.599  -7.737  -0.267
C  -1.823  -1.637  -0.111
O  -1.304  -0.327  0.003
C  0.014  -0.214  -0.026
O  0.799  -1.122  -0.206
O  0.356  0.980  0.437
C  1.734  1.141  0.684
H  -1.483  -2.134  -1.019
H  -2.892  -1.680  0.065
H  -1.474  -2.373  0.623
H  1.864  2.150  1.053
H  2.380  1.150  -0.199
H  2.211  0.371  1.284

Löwdin atomic charge list, values in e, 8 entries: C -0.153; C -0.196; C -0.200; O -0.163; C -0.196; H 0.107; H 0.111; H 0.118

=====

(4)
# C22H56BN3O8S

A 8-piece molecular cluster, C22H56BN3O8S overall (the ωB97M-V functional and the def2-TZVPD basis, the Open Molecules 2025 dataset).

Calculated values
DFT total energy: -56082.6367 eV
Highest occupied orbital energy: -9.1 eV
Total charge: 0

CARTESIAN COORDINATES (ANGSTROEM)
C  3.655  -0.956  1.858
B  2.808  0.237  1.257
O  2.409  0.207  -0.057
C  2.395  1.442  2.227
C  3.519  1.620  3.135
N  4.390  1.801  3.885
C  2.107  2.785  1.521
N  2.395  3.889  2.477
C  2.986  3.001  0.375
N  3.768  3.071  -0.476
C  0.633  2.931  1.109
C  -0.349  2.645  2.238
C  -0.989  1.248  2.214
S  -1.658  0.754  0.604
H  3.473  -1.884  1.337
H  3.314  -1.083  2.880
H  4.705  -0.678  1.890
H  3.172  0.035  -0.608
H  1.576  1.095  2.847
H  1.586  4.475  2.597
H  3.178  4.445  2.181
H  0.515  3.967  0.826
H  0.442  2.356  0.212
H  -1.132  3.386  2.301
H  0.197  2.706  3.175
H  -0.305  0.514  2.615
H  -1.834  1.271  2.885
H  -0.675  -0.041  0.152
C  -5.329  2.370  -1.804
C  -4.257  3.378  -2.171
O  -2.960  2.870  -1.866
H  -5.273  2.127  -0.742
H  -6.325  2.758  -2.025
H  -5.187  1.438  -2.357
H  -4.385  4.299  -1.603
H  -4.304  3.619  -3.236
H  -2.839  2.064  -2.373
C  9.199  -0.624  1.873
C  7.922  -1.444  1.898
O  6.958  -0.870  2.779
H  9.622  -0.551  2.875
H  9.941  -1.072  1.210
H  8.998  0.394  1.531
H  8.124  -2.451  2.258
H  7.494  -1.517  0.892
H  6.767  0.020  2.466
C  -5.519  3.871  -6.912
C  -4.813  2.567  -6.595
O  -5.022  2.177  -5.238
H  -5.166  4.664  -6.252
H  -5.344  4.172  -7.946
H  -6.597  3.774  -6.758
H  -3.738  2.671  -6.731
H  -5.168  1.769  -7.257
H  -5.968  2.069  -5.107
C  7.216  -6.053  3.425
C  8.408  -6.514  2.606
O  9.239  -5.418  2.230
H  6.625  -5.331  2.862
H  6.577  -6.895  3.696
H  7.545  -5.559  4.342
H  8.078  -6.989  1.684
H  9.004  -7.239  3.171
H  9.548  -4.997  3.037
C  -1.039  -0.698  6.114
C  0.180  -1.154  5.334
O  0.988  -0.047  4.933
H  -1.640  -0.015  5.513
H  -1.659  -1.547  6.405
H  -0.741  -0.161  7.017
H  -0.119  -1.672  4.424
H  0.786  -1.839  5.935
H  1.274  0.415  5.726
C  -7.223  -0.873  -3.080
C  -8.069  0.385  -3.016
O  -9.464  0.084  -3.086
H  -7.420  -1.420  -4.000
H  -6.166  -0.637  -3.036
H  -7.465  -1.541  -2.248
H  -7.838  1.038  -3.858
H  -7.870  0.931  -2.089
H  -9.674  -0.483  -2.340
C  -3.050  -3.350  -5.083
C  -3.594  -2.223  -4.225
O  -4.905  -2.516  -3.741
H  -3.711  -3.535  -5.929
H  -2.055  -3.111  -5.461
H  -2.988  -4.277  -4.509
H  -3.673  -1.304  -4.804
H  -2.931  -2.036  -3.373
H  -4.849  -3.319  -3.216

Löwdin atomic charge list, values in e, 8 entries: C 0.018; B -0.476; O 0.139; C -0.135; C -0.221; N 0.186; C -0.456; N 0.096

=====

(5)
# C22H56N2O14

C22H56N2O14 as an isolated structure (the ωB97M-V functional and the def2-TZVPD basis, the Open Molecules 2025 dataset).

Calculated values
DFT total energy: -55329.3326 eV
Highest occupied orbital energy: -7.3 eV
Energy above the lowest of the compared OMol25 structures with the same formula, charge and spin: 22.9172 eV
Total charge: 0

CARTESIAN COORDINATES (ANGSTROEM)
C  0.632  -2.891  -0.782
N  -0.636  -2.907  -0.055
O  -0.836  -1.999  0.769
O  -1.292  -3.885  -0.232
H  0.467  -2.034  -1.435
H  0.916  -3.780  -1.344
H  1.495  -2.639  -0.165
C  -2.057  2.786  -5.597
N  -1.116  3.203  -4.530
O  -1.225  2.768  -3.426
O  -0.237  3.996  -4.830
H  -2.978  3.322  -5.368
H  -2.290  1.732  -5.442
H  -1.537  3.164  -6.477
C  1.529  1.552  -2.447
O  2.747  1.882  -1.837
C  2.747  2.467  -0.511
C  4.193  2.949  -0.197
O  4.664  3.847  -1.055
C  6.066  4.100  -0.865
H  0.848  2.392  -2.314
H  1.197  0.647  -1.937
H  1.643  1.292  -3.499
H  2.575  1.820  0.349
H  2.111  3.352  -0.516
H  4.853  2.082  -0.175
H  4.116  3.447  0.770
H  6.269  4.856  -1.623
H  6.735  3.263  -1.064
H  6.262  4.452  0.148
C  -1.274  0.900  1.344
O  -0.807  1.160  2.686
C  -1.153  0.141  3.605
C  -1.088  0.639  5.020
O  -1.986  1.806  5.367
C  -2.237  2.000  6.767
H  -2.294  0.559  1.170
H  -0.604  0.167  0.893
H  -1.134  1.835  0.802
H  -0.550  -0.735  3.365
H  -2.182  -0.177  3.439
H  -0.067  0.977  5.197
H  -1.333  -0.167  5.712
H  -2.800  1.187  7.225
H  -2.528  3.045  6.871
H  -1.276  2.079  7.275
C  -6.166  -1.817  -3.052
O  -4.835  -2.229  -2.859
C  -3.950  -1.104  -2.543
C  -2.493  -1.422  -2.442
O  -1.875  -1.608  -3.682
C  -1.336  -2.882  -3.851
H  -6.661  -1.452  -2.152
H  -6.650  -2.737  -3.380
H  -6.351  -1.113  -3.864
H  -4.244  -0.843  -1.526
H  -4.097  -0.248  -3.201
H  -2.387  -2.083  -1.582
H  -1.945  -0.539  -2.114
H  -0.705  -3.274  -3.053
H  -0.939  -2.940  -4.865
H  -2.201  -3.535  -3.741
C  1.330  -0.482  1.722
O  0.949  -1.108  2.954
C  2.107  -1.967  3.426
C  1.481  -2.983  4.370
O  1.616  -2.536  5.762
C  0.830  -1.405  6.153
H  1.661  -1.217  0.988
H  2.084  0.291  1.871
H  0.436  0.058  1.409
H  2.873  -1.300  3.820
H  2.541  -2.590  2.644
H  2.071  -3.876  4.166
H  0.433  -3.112  4.098
H  1.118  -0.532  5.566
H  0.982  -1.471  7.230
H  -0.199  -1.619  5.865
C  -0.649  0.357  -3.550
O  0.121  -0.134  -2.471
C  -0.360  -0.209  -1.208
C  0.662  -0.232  -0.145
O  1.612  -1.323  -0.044
C  2.770  -1.216  -0.898
H  -1.413  -0.309  -3.951
H  -0.092  0.325  -4.486
H  -1.057  1.365  -3.484
H  -1.042  -1.058  -1.158
H  -0.981  0.674  -1.054
H  0.110  -0.340  0.788
H  1.125  0.749  -0.040
H  3.442  -0.415  -0.589
H  2.415  -1.055  -1.916
H  3.312  -2.158  -0.981

Löwdin atomic charge list, values in e, 8 entries: C 0.017; N -0.367; O 0.079; O 0.119; H 0.099; H 0.120; H 0.069; C 0.079